[1]
Molecular formula: C4H6Cl2S
Method: DFT, the ωB97M-V functional and the def2-TZVPD basis

```
! RIJCOSX wB97M-V def2-TZVPD def2/J DEFGRID3
* xyz 0 1
S 2.40 0.75 -1.00
C 1.48 0.89 0.61
C 0.26 0.07 0.61
C -0.55 -0.21 -0.36
C -1.66 -1.13 -0.11
Cl -3.21 -0.29 0.14
Cl -1.85 -2.40 -1.35
H 1.60 1.62 -1.71
H 1.31 1.97 0.77
H 2.22 0.59 1.34
H -0.01 -0.31 1.61
H -0.50 0.12 -1.37
H -1.47 -1.68 0.82
*
```

Computed properties:
HOMO level: -9.4 eV
Structure (SMILES): SC/C=C/C(Cl)Cl
Kohn-Sham gap: 10.08 eV
ΔE to the lowest compared entry with this formula, charge and spin: 8.1 kcal per mole
LUMO: 0.02487 hartree

[2]
Molecular formula: C47H105F3N5O7
Method: DFT, the ωB97M-V functional and the def2-TZVPD basis

```
! RIJCOSX wB97M-V def2-TZVPD def2/J DEFGRID3
* xyz 4 2
C -0.33 1.07 1.27
C -1.02 0.08 0.27
O -0.25 -0.65 -0.31
O -2.25 0.08 0.20
H 0.75 1.01 1.08
H -0.58 0.75 2.28
H -0.73 2.07 1.12
C 1.64 -0.45 -7.05
C 0.96 -1.71 -6.71
C 1.23 -2.06 -5.26
C 2.68 -2.51 -4.95
N 2.87 -3.17 -3.52
C 2.00 -4.44 -3.26
C 2.96 -5.66 -3.20
C 4.25 -5.23 -3.97
C 4.27 -3.74 -3.47
C 2.58 -2.10 -2.45
C 3.39 -0.75 -2.61
C 3.28 0.16 -1.37
H 2.71 -0.43 -6.85
H 1.20 0.43 -6.60
H 1.60 -0.31 -8.13
H 1.22 -2.56 -7.33
H -0.10 -1.51 -6.86
H 0.49 -2.77 -4.87
H 0.85 -1.20 -4.72
H 3.38 -1.68 -5.03
H 2.96 -3.39 -5.53
H 1.48 -4.42 -2.30
H 1.26 -4.62 -4.04
H 3.06 -5.95 -2.15
H 2.48 -6.47 -3.76
H 5.16 -5.82 -3.86
H 4.03 -5.27 -5.04
H 4.60 -3.56 -2.44
H 4.89 -3.07 -4.07
H 2.72 -2.49 -1.44
H 1.53 -1.87 -2.61
H 2.90 -0.10 -3.34
H 4.43 -1.01 -2.83
H 4.16 0.10 -0.72
H 2.48 -0.02 -0.65
H 3.18 1.24 -1.52
C 4.63 -3.38 3.03
C 3.45 -2.63 3.71
C 2.30 -3.57 4.02
C 1.28 -3.47 2.83
N -0.23 -3.91 3.15
C -0.26 -5.34 3.77
C -1.66 -5.92 3.64
C -1.89 -5.61 2.20
C -1.27 -4.17 1.99
C -0.88 -2.92 4.20
C -1.13 -1.51 3.83
C -2.25 -0.79 4.59
H 4.79 -4.23 3.69
H 5.53 -2.76 2.91
H 4.44 -3.69 2.00
H 3.16 -1.73 3.18
H 3.83 -2.40 4.70
H 1.89 -3.43 5.02
H 2.62 -4.60 4.17
H 1.44 -4.06 1.93
H 1.22 -2.57 2.21
H -0.01 -5.19 4.82
H 0.43 -6.03 3.28
H -2.40 -5.70 4.40
H -1.38 -6.96 3.80
H -2.98 -5.60 2.17
H -1.45 -6.38 1.56
H -2.02 -3.39 1.89
H -0.70 -4.19 1.06
H -0.31 -3.14 5.11
H -1.90 -3.28 4.30
H -1.28 -1.36 2.76
H -0.21 -0.95 4.01
H -3.26 -1.05 4.30
H -2.02 0.24 4.31
H -2.35 -0.91 5.67
C -1.83 -6.70 -2.61
C -1.69 -5.32 -2.00
O -0.78 -5.04 -1.27
N -2.77 -4.28 -2.31
H -2.71 -4.05 -3.29
H -3.70 -4.66 -2.19
C -2.74 -2.94 -1.53
H -2.67 -7.33 -2.32
H -0.97 -7.35 -2.46
H -1.77 -6.51 -3.69
H -1.74 -2.55 -1.71
H -2.84 -3.10 -0.45
H -3.49 -2.26 -1.93
C -5.55 -0.35 -0.95
C -6.53 0.84 -0.70
N -5.84 2.00 0.09
C -5.38 1.47 1.48
C -4.65 2.54 -0.83
C -4.05 3.85 -0.37
C -7.00 3.04 0.16
C -7.79 3.38 -1.07
O -6.87 3.68 -2.16
C -7.51 4.04 -3.40
H -4.67 -0.05 -1.53
H -5.98 -1.19 -1.49
H -5.32 -0.77 0.03
H -7.43 0.53 -0.18
H -6.87 1.21 -1.66
H -4.79 2.23 1.99
H -4.55 0.78 1.37
H -6.06 1.11 2.26
H -4.97 2.57 -1.87
H -3.99 1.67 -0.81
H -4.63 4.76 -0.55
H -3.07 4.06 -0.80
H -3.90 3.97 0.70
H -6.55 3.85 0.72
H -7.59 2.63 0.98
H -8.46 4.20 -0.82
H -8.44 2.58 -1.45
H -6.67 4.29 -4.05
H -8.16 4.92 -3.42
H -7.92 3.17 -3.91
C 1.44 3.65 -0.01
C 2.36 4.43 -0.86
N 2.83 5.72 -0.08
C 3.93 6.39 -0.95
C 1.75 6.90 0.08
C 0.92 7.07 -1.22
C 3.36 5.52 1.39
C 4.42 4.39 1.58
O 5.63 4.93 0.98
C 6.60 3.93 0.95
H 1.83 3.61 1.01
H 1.27 2.60 -0.25
H 0.52 4.23 0.02
H 1.90 4.58 -1.83
H 3.32 3.92 -0.96
H 4.67 5.65 -1.25
H 4.41 7.17 -0.35
H 3.48 6.69 -1.89
H 2.44 7.68 0.40
H 1.17 6.59 0.95
H 0.14 7.80 -1.01
H 0.42 6.11 -1.25
H 1.35 7.31 -2.19
H 2.42 5.23 1.87
H 3.58 6.49 1.83
H 4.18 3.44 1.11
H 4.39 4.08 2.63
H 7.44 4.49 0.55
H 6.40 3.18 0.17
H 6.90 3.56 1.93
C 0.60 4.32 4.29
O 1.34 3.36 3.45
O 0.92 5.61 3.79
C -0.89 3.88 4.67
F -1.34 4.70 5.66
F -1.76 3.86 3.61
F -0.89 2.57 5.13
C 1.70 2.14 4.03
C 2.76 1.54 3.18
H 2.95 0.46 3.19
H 2.62 1.90 2.16
H 3.74 1.96 3.40
H 0.91 1.41 4.19
H 2.12 2.26 5.03
H 1.12 4.28 5.25
*
```

Computed properties:
HOMO level (spin up / spin down): -15.8 / -15.8 eV
Kohn-Sham gap (spin up / spin down): 7.07 / 6.36 eV
LUMO (spin up / spin down): -0.32246 / -0.34864 hartree

[3]
Molecular formula: C17H31Cl3O2OsP2
Method: DFT, the ωB97M-V functional and the def2-TZVPD basis

```
! RIJCOSX wB97M-V def2-TZVPD def2/J DEFGRID3
* xyz 2 5
P -0.17 -1.87 -5.33
P 0.13 2.19 -5.20
C -0.52 -0.45 -6.42
C 0.38 0.81 -6.39
H -1.59 -0.18 -6.32
H -0.43 -0.87 -7.44
H 1.45 0.54 -6.37
H 0.24 1.33 -7.35
C -1.37 3.07 -5.74
H -1.70 3.79 -4.98
H -2.19 2.37 -5.95
H -1.12 3.61 -6.66
C 1.50 3.30 -5.65
H 1.27 3.73 -6.63
H 2.44 2.74 -5.70
H 1.61 4.11 -4.92
C -1.32 -3.19 -5.83
H -1.26 -4.00 -5.09
H -1.05 -3.59 -6.82
H -2.34 -2.80 -5.85
C 1.52 -2.48 -5.57
H 2.27 -1.68 -5.50
H 1.61 -2.94 -6.57
H 1.74 -3.24 -4.82
Os -0.46 -0.51 -0.94
C 0.22 2.18 -3.41
C -0.99 1.52 -2.78
C -1.94 0.64 -3.51
C -1.87 -0.89 -3.24
C -0.56 -1.62 -3.63
C 0.61 -1.06 -2.74
C 1.50 -0.02 -3.40
C 1.50 1.44 -2.90
C 0.15 -1.75 0.40
H 0.25 3.24 -3.08
H -1.43 2.10 -1.95
H -1.97 0.83 -4.59
H -2.93 0.96 -3.14
H -2.01 -1.06 -2.11
H -2.74 -1.39 -3.68
H -0.70 -2.67 -3.31
H 1.20 -1.89 -2.33
H 1.22 0.00 -4.46
H 2.54 -0.40 -3.39
H 1.53 1.50 -1.80
H 2.40 1.94 -3.27
H 1.24 -1.62 0.52
H 0.00 -2.74 -0.05
H -0.33 -1.71 1.38
Cl -2.77 2.64 1.29
C -1.74 1.30 1.54
Cl -1.84 0.57 3.09
Cl -2.50 -0.21 0.16
C -0.25 1.65 1.16
O 0.30 2.49 1.85
O 0.29 1.03 0.13
*
```

Computed properties:
HOMO level (spin up / spin down): -12.5 / -13.3 eV
Kohn-Sham gap (spin up / spin down): 6.47 / 6.27 eV
ΔE to the lowest compared entry with this formula, charge and spin: 0.0 kcal per mole
LUMO (spin up / spin down): -0.22130 / -0.25994 hartree

[4]
Molecular formula: C4H13NS
Method: DFT, the ωB97M-V functional and the def2-TZVPD basis

```
! RIJCOSX wB97M-V def2-TZVPD def2/J DEFGRID3
* xyz 0 1
C -2.13 0.37 0.30
C -1.12 -0.63 -0.30
N -0.11 0.10 -1.11
C 0.72 -0.74 -1.98
H -2.63 0.88 -0.50
H -2.87 -0.05 1.02
H -1.52 1.13 0.85
H -0.61 -1.24 0.54
H -1.65 -1.31 -0.97
H -0.60 0.84 -1.63
H 1.19 -1.50 -1.38
H 1.49 -0.07 -2.39
H 0.14 -1.12 -2.86
C 1.77 0.38 2.22
S 1.12 1.66 1.03
H 1.41 0.48 3.29
H 1.72 -0.60 1.78
H 2.85 0.55 2.27
H 0.80 0.85 -0.18
*
```

Computed properties:
HOMO level: -7.8 eV
Structure (SMILES): CCNC.CS
Kohn-Sham gap: 8.60 eV
ΔE to the lowest compared entry with this formula, charge and spin: 26.4 kcal per mole
LUMO: 0.03093 hartree

[5]
Molecular formula: C30H31Br2IrN3O4P
Method: DFT, the ωB97M-V functional and the def2-TZVPD basis

```
! RIJCOSX wB97M-V def2-TZVPD def2/J DEFGRID3
* xyz 1 6
Ir 0.26 0.16 0.17
C -0.91 3.95 2.06
O -0.99 4.72 0.84
C -1.10 4.19 -0.37
C -1.51 5.05 -1.38
C -1.69 4.58 -2.66
C -1.45 3.23 -2.97
C -1.00 2.33 -2.03
C -0.74 0.98 -2.48
N -0.29 0.02 -1.74
N -0.18 -1.22 -2.31
C 0.23 -2.10 -1.42
O 0.45 -1.81 -0.17
C 0.46 -3.48 -1.85
C 0.89 -4.42 -0.92
C 1.13 -5.73 -1.31
C 0.94 -6.10 -2.64
C 0.50 -5.16 -3.57
C 0.26 -3.86 -3.18
C -0.79 2.81 -0.68
O -0.31 2.10 0.27
H -1.15 4.67 2.84
H 0.09 3.56 2.21
H -1.63 3.14 2.05
H -1.71 6.08 -1.12
H -2.03 5.25 -3.43
H -1.61 2.88 -3.98
H -0.95 0.72 -3.51
H 1.03 -4.12 0.11
H 1.47 -6.46 -0.59
H 1.13 -7.12 -2.94
H 0.35 -5.46 -4.60
H -0.08 -3.12 -3.89
Br -4.66 -0.97 2.06
C -3.05 -0.80 3.00
C -2.99 -0.99 4.34
C -1.76 -0.85 5.01
Br -1.76 -1.13 6.86
C -0.55 -0.50 4.35
C 0.69 -0.35 4.99
C 1.83 -0.03 4.21
C 1.71 0.14 2.87
N 0.49 0.03 2.22
C -0.62 -0.31 2.95
C -1.85 -0.46 2.23
O -1.91 -0.30 0.98
H -3.88 -1.25 4.90
H 0.78 -0.50 6.05
H 2.80 0.07 4.67
H 2.56 0.38 2.25
C 4.52 -1.08 0.57
C 4.27 0.38 0.19
P 2.73 0.62 -0.77
C 2.98 -0.38 -2.29
C 4.32 -0.29 -3.03
C 2.80 2.41 -1.21
C 3.95 2.93 -2.08
H 5.47 -1.17 1.09
H 4.57 -1.72 -0.32
H 3.73 -1.46 1.22
H 5.11 0.79 -0.38
H 4.18 1.00 1.08
H 2.15 -0.16 -2.96
H 2.82 -1.41 -1.95
H 4.38 0.62 -3.63
H 4.42 -1.14 -3.70
H 5.17 -0.30 -2.35
H 2.81 2.92 -0.24
H 1.84 2.67 -1.67
H 4.91 2.48 -1.82
H 4.04 4.01 -1.96
H 3.76 2.73 -3.14
*
```

Computed properties:
HOMO level (spin up / spin down): -8.1 / -11.1 eV
Kohn-Sham gap (spin up / spin down): 4.61 / 5.17 eV
ΔE to the lowest compared entry with this formula, charge and spin: 10.8 kcal per mole
LUMO (spin up / spin down): -0.12688 / -0.21838 hartree

[6]
Molecular formula: C4H5NS2
Method: DFT, the ωB97M-V functional and the def2-TZVPD basis

```
! RIJCOSX wB97M-V def2-TZVPD def2/J DEFGRID3
* xyz 0 1
S 2.54 -0.45 -0.01
C 1.35 0.67 0.06
C -0.09 0.40 -0.05
S -1.09 1.72 0.03
C -0.57 -0.95 -0.25
C -1.60 -1.47 0.70
N -1.94 -1.26 -0.65
H 1.59 1.71 0.24
H 0.20 -1.61 -0.61
H -1.92 -0.76 1.49
H -1.52 -2.51 1.04
H -2.44 -0.36 -0.73
*
```

Computed properties:
HOMO level: -9.3 eV
Structure (SMILES): S=CC(=S)[C@H]1CN1
Kohn-Sham gap: 7.23 eV
ΔE to the lowest compared entry with this formula, charge and spin: 55.7 kcal per mole
LUMO: -0.07688 hartree